No. 1
Computed, not measured: C36H53BBaF2N7O5S5 as an isolated structure at a distorted geometry, with ωB97M-V with the def2-TZVPD basis set.

```
110
C36H53BBaF2N7O5S5 | OMol25 | ωB97M-V with the def2-TZVPD basis set
Ba 0.94337 -0.55587 -1.49662
C 2.64879 -2.97362 -3.54883
N 2.75938 -1.45106 -3.40273
C 2.42761 -0.59780 -4.56886
C 0.96891 -0.61468 -4.95238
C 0.52317 -0.68641 -6.29135
C -0.85434 -0.74632 -6.52247
C -1.75233 -0.72201 -5.45856
C -1.20444 -0.41113 -4.23138
N 0.09650 -0.45100 -3.95878
C 4.04931 -1.00313 -2.75140
C 4.28007 -1.46494 -1.34608
C 5.56567 -1.34332 -0.80961
C 5.77355 -1.72577 0.51667
C 4.70629 -2.22553 1.26078
C 3.46152 -2.33877 0.63097
N 3.23135 -1.89804 -0.59968
C 1.36063 -3.72594 -3.25039
C 1.06969 -4.89754 -4.02933
C -0.09802 -5.61510 -3.75736
C -0.97901 -5.13747 -2.80089
C -0.58921 -4.03945 -2.07634
N 0.53939 -3.36577 -2.30688
H 3.37998 -3.41699 -2.89798
H 2.88432 -3.25913 -4.60296
H 3.04410 -0.91586 -5.42320
H 2.79705 0.42901 -4.25654
H 1.23696 -0.63570 -7.12294
H -1.19150 -0.88067 -7.54711
H -2.83222 -0.84452 -5.63106
H -1.82073 -0.20847 -3.40012
H 4.16358 0.09393 -2.77110
H 4.93438 -1.31983 -3.32573
H 6.40349 -0.91780 -1.36700
H 6.77231 -1.64666 0.94348
H 4.79229 -2.45039 2.33784
H 2.61883 -2.74260 1.16529
H 1.65271 -5.09848 -4.90405
H -0.23087 -6.50979 -4.30545
H -2.00251 -5.48931 -2.63163
H -1.28357 -3.63742 -1.30402
C -6.62323 -1.07413 2.34177
C -6.41083 0.30031 1.72297
S -5.29229 0.35955 0.32330
C -6.34972 -0.09838 -1.05235
C -5.52851 -1.04861 -1.93005
S -4.76907 -2.38400 -0.93267
C -6.34584 -3.29482 -0.75757
C -6.72226 -3.41316 0.70376
S -5.52912 -2.31324 1.58432
H -7.69430 -1.40954 2.35955
H -6.24800 -1.05614 3.39568
H -6.05451 1.03265 2.52075
H -7.38172 0.66942 1.34485
H -6.62381 0.80697 -1.62272
H -7.31606 -0.55449 -0.69578
H -4.72488 -0.49702 -2.46962
H -6.18851 -1.58135 -2.64506
H -6.25991 -4.27948 -1.24698
H -7.11847 -2.74030 -1.29706
H -6.53260 -4.41741 1.10061
H -7.75859 -3.11007 0.96227
F -1.71885 -3.41656 4.02094
B -1.11138 -4.28890 3.17222
F -1.40120 -4.55632 1.90150
C 4.30979 3.86336 7.94350
C 3.52597 2.79175 7.20697
S 1.75605 3.09052 6.90535
O 0.98095 2.08685 7.61287
O 1.49089 4.54452 7.11733
C 1.62432 2.76950 5.13357
C 1.63595 1.29541 4.68329
N 1.74175 1.13819 3.21568
C 0.83592 0.50541 2.40976
N 1.21713 0.52876 1.12687
C 2.34882 1.26616 1.07486
C 2.75492 1.56811 2.35998
N 3.99112 2.08817 2.63430
O 4.27672 2.38483 3.83181
O 4.77778 2.20361 1.66688
C -0.34256 -0.22236 2.88693
H 5.41126 3.86234 7.80009
H 4.15083 3.87149 9.01859
H 3.95268 4.83947 7.58292
H 3.55971 1.80295 7.73081
H 3.96299 2.66755 6.19064
H 2.34027 3.44297 4.63221
H 0.59953 3.19878 4.96190
H 0.80584 0.71502 5.10681
H 2.55492 0.86873 5.10758
H 2.88388 1.49072 0.16580
H -0.09635 -0.85486 3.76511
H -0.71517 -0.88805 2.09627
H -1.08834 0.52805 3.06854
C 1.29363 5.81960 -2.09630
C 1.26607 4.28542 -1.98836
S -0.16007 3.23549 -2.56102
O -0.10832 1.83866 -1.83443
C -1.41145 4.26998 -1.85680
C -1.61925 4.27177 -0.37819
H 0.40915 6.28420 -1.63511
H 1.34799 6.25020 -3.09438
H 2.15664 6.19336 -1.54281
H 1.47668 3.97554 -0.95564
H 2.10427 3.92280 -2.60233
H -2.25799 3.88476 -2.42482
H -1.19975 5.30072 -2.20785
H -1.65875 3.28053 0.13735
H -2.59488 4.75489 -0.21815
H -0.83435 4.79056 0.21279
```

Results
Orbital gap (spin up / spin down): 6.4 / 3.7 eV
Total charge: +1
Energy above the lowest of the compared OMol25 structures with the same formula, charge and spin: 2.920 eV

No. 2
Computed, not measured: C36H53Cl40FINO12P3S as an isolated structure at a distorted geometry, with ωB97M-V with the def2-TZVPD basis set.

```
148
C36H53Cl40FINO12P3S | OMol25 | ωB97M-V with the def2-TZVPD basis set
C 2.87705 -2.37223 5.09306
C 2.07341 -3.38456 4.56450
C 1.72700 -3.38597 3.08444
O 0.90326 -4.06851 2.59792
O 2.42948 -2.48171 2.33032
C 3.06488 -3.05442 1.17361
C 4.62508 -2.87054 1.23563
C 5.07288 -1.50969 0.61480
C 4.44463 -0.25974 1.31782
C 3.78664 0.72640 0.28388
C 3.17458 2.00133 1.01177
N 1.86098 2.46040 0.48543
C 0.57971 2.21958 1.24749
C 0.63366 2.82812 2.68871
P 0.67801 0.35478 1.70591
O 1.33992 0.12074 3.01840
C -0.61084 2.72240 0.26048
C -0.93938 1.44763 -0.59968
C -1.92363 1.60610 -1.81094
C -2.92341 0.39283 -1.98538
C -4.42981 0.86446 -1.99741
O -4.94850 0.90266 -0.66486
C -5.45521 -0.27837 -0.22784
C -5.49266 -1.59761 -1.02122
O -5.94208 -0.27712 0.84315
S -2.14014 2.97870 1.24417
C -2.59789 1.56364 2.34321
O -3.33087 3.15500 0.42368
O -2.11044 4.12038 2.15008
C 0.15722 3.97912 -0.40424
C -0.16049 4.13127 -1.96994
C 0.19288 5.50408 -2.56181
O 1.22585 5.98371 -2.68948
F -0.85572 6.24821 -3.07648
P -0.53319 5.77159 -0.04182
O -2.19624 5.74178 -0.17687
Cl -0.04670 6.35072 1.91272
C 1.73936 3.80638 -0.19999
I 2.93648 3.31376 -2.01543
P 2.80248 5.21516 0.45483
O 4.18872 5.04493 -0.03352
O 2.40159 6.70510 -0.01878
O 2.87469 5.05825 2.09824
H 2.56087 -1.31225 4.98445
H 3.82025 -2.57980 5.60795
H 1.63366 -4.16320 5.18550
H 2.72675 -2.45061 0.29596
H 2.85284 -4.12552 1.00425
H 5.05175 -3.66979 0.59840
H 5.02386 -2.96192 2.26605
H 6.17779 -1.46194 0.76041
H 4.92435 -1.47184 -0.48680
H 5.29103 0.32508 1.75352
H 3.76788 -0.48853 2.16416
H 4.63504 1.06427 -0.35477
H 3.07294 0.22871 -0.40740
H 3.99550 2.74950 0.94306
H 3.17865 1.71893 2.08877
H 1.73118 1.85171 -0.34158
H 0.05075 2.23835 3.42755
H 1.66189 2.85168 3.10893
H 0.25708 3.86381 2.76299
H -0.62306 -0.22670 1.80839
H 1.28743 -0.40487 0.65363
H -0.01681 0.89159 -1.00158
H -1.46921 0.67304 0.00594
H -1.29802 1.63998 -2.72995
H -2.52982 2.52642 -1.82112
H -2.74286 -0.42016 -1.25317
H -2.74708 -0.00549 -3.01237
H -4.43550 1.92007 -2.35430
H -5.04739 0.30697 -2.72599
H -6.10785 -1.39920 -1.93424
H -6.05936 -2.34090 -0.43962
H -4.51044 -1.94962 -1.38250
H -3.38846 1.96711 3.00772
H -3.00674 0.75885 1.70173
H -1.76003 1.19788 2.95903
H -1.28004 4.12360 -1.96462
H 0.11188 3.24881 -2.56867
H -2.41423 5.90768 -1.10852
H 3.12475 7.07943 -0.54661
H 2.84295 5.96713 2.44740
C -1.60197 -4.01827 -0.87560
Cl -3.33716 -3.87953 -1.17312
Cl -0.97829 -5.52919 -1.53374
Cl -0.73815 -2.63232 -1.57160
H -1.43669 -4.01863 0.19370
C 0.99730 -0.24242 -4.30336
Cl 0.80190 0.28838 -2.61126
Cl 0.98132 -1.99768 -4.42090
Cl -0.26487 0.45815 -5.31651
H 1.95744 0.11461 -4.65882
C -9.54908 -0.30086 -0.37846
Cl -11.30547 -0.15364 -0.47188
Cl -9.00930 -1.80347 -1.14017
Cl -8.76433 1.09988 -1.12887
H -9.26456 -0.32994 0.66403
C 6.67578 -3.33826 -2.08970
Cl 4.91005 -3.36080 -2.11965
Cl 7.27751 -1.67964 -2.20140
Cl 7.28123 -4.12276 -0.62829
H 7.03765 -3.89079 -2.94860
C 1.64275 9.99844 1.09801
Cl -0.10219 9.91857 1.34576
Cl 2.16682 11.66712 0.87654
Cl 2.50049 9.25224 2.45655
H 1.88280 9.44373 0.19903
C -10.73024 1.57784 3.47211
Cl -11.36961 -0.03649 3.79523
Cl -9.37668 1.49376 2.33850
Cl -11.99790 2.63567 2.84814
H -10.36754 1.99371 4.40437
C 3.93172 -7.59942 1.85820
Cl 2.65007 -8.22976 0.82113
Cl 5.04709 -6.59714 0.92638
Cl 3.24677 -6.68092 3.20436
H 4.48576 -8.43833 2.26418
C -8.93477 -0.18964 -5.31161
Cl -9.94374 -0.02929 -3.87560
Cl -7.73710 1.11114 -5.37885
Cl -8.13786 -1.76767 -5.33945
H -9.56924 -0.11324 -6.18650
C 4.12887 -5.35764 7.70077
Cl 3.31733 -6.75585 8.40846
Cl 3.15109 -4.66513 6.39060
Cl 4.46429 -4.13808 8.93685
H 5.07338 -5.68736 7.28332
C -0.85118 -6.77773 -5.64867
Cl -0.26051 -8.34164 -5.08300
Cl 0.08924 -5.46332 -4.93124
Cl -0.79548 -6.69167 -7.41084
H -1.88237 -6.66850 -5.33425
C 4.75899 -3.76778 -6.19344
Cl 5.73156 -2.78964 -5.08857
Cl 5.75863 -4.96311 -7.01949
Cl 3.45033 -4.55302 -5.30646
H 4.32532 -3.11220 -6.93920
C -5.11002 7.95777 0.79607
Cl -5.66966 8.20798 -0.86148
Cl -3.81087 9.08924 1.19076
Cl -6.44662 8.12295 1.93583
H -4.71772 6.94992 0.87428
C 8.65698 -8.49507 0.70362
Cl 7.79674 -8.18228 2.21511
Cl 7.59284 -9.28190 -0.46537
Cl 9.30963 -6.99392 0.03892
H 9.48405 -9.16224 0.91455
```

Results
Orbital gap: 6.5 eV
Total charge: +1

No. 3
Computed, not measured: C36H53CsF6N7O5S3SbSi3 as an isolated structure at a distorted geometry, with ωB97M-V with the def2-TZVPD basis set.

```
115
C36H53CsF6N7O5S3SbSi3 | OMol25 | ωB97M-V with the def2-TZVPD basis set
Cs -0.90988 -0.55338 1.72532
C 2.16044 -3.12441 -12.70573
O 1.66983 -1.88102 -12.23441
C 1.30750 -1.80055 -10.93061
C 1.42450 -2.84247 -10.01605
C 1.02374 -2.64897 -8.70225
C 0.50826 -1.43104 -8.28038
C 0.40167 -0.39409 -9.20900
C 0.79354 -0.57150 -10.51876
C 0.10096 -1.27604 -6.87911
N 0.26387 -2.17936 -5.94216
C -0.25114 -1.61062 -4.80171
C -0.72562 -0.35164 -5.05197
N -0.49889 -0.14303 -6.39548
C -1.31336 0.48599 -4.05179
C -1.84672 1.75971 -4.28567
C -2.37081 2.46676 -3.23337
C -2.32575 1.89135 -1.95810
N -1.83890 0.69256 -1.71176
C -1.35659 -0.02740 -2.73864
C -0.87893 -1.39187 -2.46199
N -0.99963 -1.84809 -1.20526
C -0.59117 -3.07022 -0.93850
C -0.01785 -3.92706 -1.88896
C 0.10716 -3.47408 -3.17766
C -0.33571 -2.18075 -3.48586
H 2.35301 -2.98885 -13.76572
H 1.42222 -3.91802 -12.56942
H 3.08983 -3.39917 -12.20116
H 1.82309 -3.80149 -10.31132
H 1.11073 -3.45326 -7.98449
H 0.01781 0.57712 -8.91995
H 0.71472 0.22806 -11.24253
H -0.74803 0.66721 -6.93220
H -1.85085 2.17898 -5.28536
H -2.79965 3.44974 -3.37196
H -2.70640 2.44162 -1.10356
H -0.73070 -3.41191 0.08343
H 0.30654 -4.91693 -1.59996
H 0.53739 -4.08273 -3.96259
F -0.74183 -5.49960 4.37223
C -1.66837 -4.57641 4.59927
F -2.86707 -5.15321 4.56249
F -1.48321 -4.05862 5.80680
S -1.59920 -3.24295 3.29394
O -1.92362 -2.00553 3.96391
O -2.46381 -3.69717 2.24728
N -0.10242 -3.23810 2.76300
S 0.98178 -2.43677 3.61136
O 0.91375 -1.01075 3.37462
O 1.14753 -2.89470 4.95814
C 2.46446 -2.97470 2.66933
F 2.34867 -2.62011 1.38838
F 3.53161 -2.37165 3.18620
F 2.63393 -4.28825 2.73859
C 4.30259 -0.35302 -0.67530
N 3.46627 0.04214 -1.80430
C 2.92572 -1.12073 -2.50554
C 2.42213 0.94667 -1.46710
S 1.63548 0.85409 0.00195
N 2.14965 1.83346 -2.42795
C 2.88154 1.92790 -3.68210
C 1.08835 2.81586 -2.29835
H 3.76000 -0.95726 0.05764
H 4.69293 0.53197 -0.17641
H 5.14021 -0.92945 -1.06909
H 3.75140 -1.73556 -2.86436
H 2.34201 -0.79610 -3.36736
H 2.28142 -1.72182 -1.85059
H 3.71716 1.23915 -3.67823
H 3.24071 2.95112 -3.80882
H 2.21221 1.69218 -4.51430
H 0.51868 2.62774 -1.39541
H 0.43393 2.75162 -3.16840
H 1.52198 3.81799 -2.25618
C 0.53270 -0.49476 7.49811
Si -1.11475 0.32115 7.18505
C -1.34371 1.70816 8.41473
C -2.49464 -0.91893 7.39621
Sb -1.18283 1.09629 4.74826
Si -3.29140 2.53167 4.82907
C -3.59298 3.74428 6.22387
C -4.72516 1.32443 4.79813
C -3.32406 3.51236 3.22399
Si 0.60646 2.91178 4.81867
C 0.51005 4.21260 6.16122
C 0.54378 3.77744 3.15463
C 2.25406 2.03296 4.94023
H 0.52402 -0.96494 8.48595
H 1.34422 0.23546 7.48034
H 0.75277 -1.26348 6.75590
H -1.31289 1.29521 9.42787
H -2.30100 2.21232 8.28506
H -0.55746 2.45937 8.33197
H -2.42340 -1.39363 8.37900
H -2.44367 -1.69531 6.63180
H -3.47275 -0.43909 7.32138
H -3.92091 3.24235 7.13479
H -4.39331 4.42141 5.90945
H -2.71900 4.34687 6.46926
H -4.82670 0.79714 5.74862
H -4.58804 0.56799 4.02247
H -5.66380 1.85106 4.60265
H -2.70166 4.40720 3.29065
H -4.34725 3.83170 3.00535
H -2.96392 2.92332 2.37759
H -0.50052 4.58998 6.31504
H 1.14513 5.05484 5.87017
H 0.87524 3.83302 7.11678
H -0.34789 4.39929 3.05268
H 0.55014 3.06059 2.32946
H 1.42065 4.42182 3.04084
H 2.41372 1.60010 5.92926
H 3.06815 2.73645 4.74218
H 2.31580 1.22094 4.21266
```

Results
Orbital gap: 7.3 eV
Energy above the lowest of the compared OMol25 structures with the same formula, charge and spin: 1.450 eV

No. 4
Computed, not measured: C36H53NP2Ru as an isolated structure at a distorted geometry, with ωB97M-V with the def2-TZVPD basis set.

```
93
C36H53NP2Ru | OMol25 | ωB97M-V with the def2-TZVPD basis set
Ru 0.91182 -1.55037 0.00503
C -0.32822 -2.93189 1.63388
C 1.06029 -3.17259 1.31307
C 0.90919 -1.40259 2.84435
C -0.38632 -1.91494 2.64089
C 1.82940 -2.11588 1.98665
C -1.46061 -3.77091 1.19105
H -1.21389 -4.27856 0.25061
H -2.37516 -3.17414 1.04776
H -1.69392 -4.55348 1.93123
C -1.59001 -1.53685 3.42237
H -2.51187 -1.89156 2.94557
H -1.63920 -0.44168 3.51191
H -1.56966 -1.93873 4.45183
C 1.23443 -0.33871 3.81946
H 0.94788 -0.60461 4.85188
H 0.65162 0.56551 3.55891
H 2.30187 -0.08508 3.81617
C 3.30766 -2.09093 2.03672
H 3.68688 -2.81568 2.77322
H 3.68793 -1.10317 2.32316
H 3.71372 -2.37825 1.05781
C 1.62829 -4.44186 0.80682
H 2.02568 -5.07537 1.61094
H 2.44297 -4.21197 0.11735
H 0.85521 -5.01481 0.29081
C -1.35182 -0.17171 -4.53116
C -1.40205 -1.49757 -4.74249
C -0.55792 -2.22334 -5.72917
C 0.89030 -1.69180 -5.85861
C 1.55122 -1.14600 -4.61655
C 1.69373 0.16900 -4.38789
C 0.84940 1.21143 -5.05588
C -0.63044 0.83797 -5.37800
H -1.01760 -2.17961 -6.73143
H 0.91629 -0.95679 -6.68282
H -0.52909 -3.28645 -5.44952
H -0.69380 0.56031 -6.44248
H -2.04148 0.24968 -3.78806
H -2.21677 -2.08067 -4.29987
H -1.19511 1.78226 -5.27616
H 0.86749 2.11739 -4.42995
H 2.56302 0.54796 -3.83365
H 1.30506 1.51054 -6.01505
H 1.49645 -2.55199 -6.19238
H 2.08788 -1.88009 -4.00714
P -0.92253 -0.68971 -0.91559
P 2.08810 0.31787 -0.48760
C -0.26352 0.64386 -1.97589
C 0.96749 1.39904 -1.46420
H -1.07708 1.34785 -2.19831
H 0.01678 0.13765 -2.90706
H 1.52987 1.81672 -2.31485
H 0.64831 2.23747 -0.82760
C 2.72136 1.40895 0.80379
H 3.03968 0.80765 1.66503
H 1.93216 2.09891 1.13672
H 3.57650 1.98636 0.41544
C 3.52921 -0.29413 -1.40559
H 3.86445 0.40888 -2.17607
H 3.27167 -1.25207 -1.87052
H 4.33849 -0.47559 -0.68685
C -2.61505 -0.33187 -0.44736
H -3.10207 -1.24233 -0.06220
H -3.18129 0.04851 -1.31683
H -2.60156 0.41874 0.35793
C -0.87654 -2.33998 -1.72736
H -0.05788 -2.96157 -1.29836
H -0.70225 -2.26431 -2.80272
H -1.82708 -2.85324 -1.52764
C 0.64364 5.34426 1.13760
C -0.23702 4.56136 0.38713
C -0.72451 3.36928 0.90057
C -0.34101 2.94661 2.20006
C 0.63208 3.69582 2.91244
C 1.10026 4.90065 2.39039
N -0.90465 1.82927 2.74377
C -1.95649 1.94723 3.61653
C -1.72494 1.97578 5.02098
C -2.79554 2.15114 5.89514
C -4.09333 2.28386 5.39428
C -4.34598 2.15930 4.02208
C -3.28943 1.97692 3.13146
H 0.97662 6.31490 0.75584
H -0.54957 4.89545 -0.60475
H -1.45005 2.74946 0.37444
H 0.95045 3.32310 3.88884
H 1.81564 5.49314 2.96303
H -0.68522 1.90521 5.35316
H -2.60356 2.18267 6.96963
H -4.91385 2.47996 6.08452
H -5.36685 2.20493 3.64972
H -3.44471 1.88464 2.05560
```

Results
Orbital gap (spin up / spin down): 6.2 / 6.8 eV
Total charge: +1
2S+1: 6
⟨S²⟩: 8.782

Calculated energy, -4403.731102; -22588.189343; -5085.877615; -2235.466923 Eh (same order as the records).